Density functional theory data (the ωB97M-V functional and the def2-TZVPD basis) for a structure of composition C4H10F30KO2P5 at a distorted geometry.

- spin multiplicity = 1
- frontier orbital gap (Eh) = 0.3509
- highest occupied orbital energy (eV) = -3.090
- total charge = -4

XYZ file:
```
52
C4H10F30KO2P5 | the OMol25 dataset | the ωB97M-V functional and the def2-TZVPD basis
K 0.827 0.787 -0.576
P 6.193 0.420 1.509
F 6.234 1.231 2.920
F 5.974 1.884 0.882
F 7.777 0.734 1.199
F 6.060 -0.099 -0.033
F 6.600 -0.953 2.259
F 4.623 0.110 1.851
P 0.849 6.177 -0.969
F -0.231 7.218 -1.654
F 1.602 7.481 -0.295
F -0.117 5.988 0.270
F 2.083 5.309 -0.294
F 0.026 4.937 -1.707
F 1.796 6.416 -2.269
P 3.092 0.500 -5.661
F 1.705 -0.260 -5.141
F 2.261 1.679 -6.237
F 3.364 1.251 -4.237
F 4.445 1.129 -6.316
F 3.977 -0.707 -5.022
F 2.926 -0.406 -6.962
P 0.888 -4.508 -0.530
F -0.243 -5.453 0.088
F 0.184 -4.240 -1.994
F 0.338 -3.131 0.042
F 2.273 -3.669 -0.965
F 1.533 -4.738 0.918
F 1.699 -5.795 -0.996
P -4.205 0.948 -2.432
F -4.822 0.232 -3.775
F -3.175 -0.275 -2.257
F -3.202 1.861 -3.352
F -3.485 1.705 -1.168
F -5.296 2.109 -2.554
F -5.283 0.132 -1.506
C -1.652 1.070 3.693
O -2.123 -0.154 3.120
C -2.947 -0.941 3.893
C -3.077 -2.325 3.255
O -4.081 -3.091 3.848
C -4.648 -4.256 3.289
H -0.951 0.844 4.496
H -2.378 1.819 4.009
H -0.963 1.526 2.982
H -3.972 -0.641 4.111
H -2.533 -1.119 4.885
H -2.168 -2.885 3.476
H -3.198 -2.189 2.180
H -4.955 -4.232 2.244
H -5.584 -4.336 3.842
H -4.040 -5.090 3.640
```

natural (NBO) atomic charge list, values in e, 6 entries: 0.990, 2.598, -0.614, -0.604, -0.614, -0.580

Density functional theory data (the ωB97M-V functional and the def2-TZVPD basis) for the ion C4H10FN2 with charge +1 at a distorted geometry.

- spin multiplicity = 1
- frontier orbital gap (alpha / beta) (Eh) = 0.3362 / 0.3485
- highest occupied orbital energy (alpha / beta) (eV) = -14.135 / -14.164
- total charge = +1

XYZ file:
```
17
C4H10FN2 | the OMol25 dataset | the ωB97M-V functional and the def2-TZVPD basis
C 0.189 1.324 0.859
C 0.228 -0.241 0.902
C -1.321 -0.763 -0.736
C 1.187 -0.360 -1.229
N -1.004 1.676 0.279
N 0.052 -0.930 -0.364
F -2.031 1.597 1.124
H 0.224 1.504 2.035
H 1.000 1.820 0.281
H 1.175 -0.640 1.285
H -0.548 -0.469 1.647
H -1.929 -1.168 0.071
H -1.679 -0.756 -1.705
H 2.048 -0.668 -0.742
H 0.970 -0.799 -2.257
H 1.137 0.787 -1.165
H 0.303 -1.915 -0.285
```

natural (NBO) atomic charge list, values in e, 6 entries: -0.344, -0.239, -0.089, -0.399, 0.098, -0.407

Density functional theory data (the ωB97M-V functional and the def2-TZVPD basis) for a cluster of 2 separate species, C4H10FN2 in total at a distorted geometry.

- spin multiplicity = 1
- frontier orbital gap (Eh) = 0.3763
- highest occupied orbital energy (eV) = -13.503
- total charge = +1

XYZ file:
```
17
C4H10FN2 | the OMol25 dataset | the ωB97M-V functional and the def2-TZVPD basis
C 2.903 0.225 -0.286
C 1.908 -0.603 -0.259
C -0.987 0.147 -0.910
C 0.031 0.258 0.219
N -0.508 -0.399 1.391
N -2.313 0.098 -0.236
F 0.311 1.557 0.498
H 3.903 -0.114 -0.529
H 2.796 1.279 -0.080
H 1.763 -1.647 -0.428
H -0.830 -0.766 -1.480
H -0.892 1.000 -1.580
H -0.256 0.099 2.239
H -0.174 -1.355 1.474
H -1.928 -0.230 0.772
H -2.971 -0.563 -0.647
H -2.757 1.015 -0.160
```

natural (NBO) atomic charge list, values in e, 6 entries: -0.408, -0.156, -0.313, 0.482, -0.886, -0.731

Density functional theory data (the ωB97M-V functional and the def2-TZVPD basis) for the molecule C4H10FN3 at a distorted geometry.

- spin multiplicity = 1
- frontier orbital gap (Eh) = 0.3712
- structure (SMILES) = CN[C@@H](/C=N\N)CF
- highest occupied orbital energy (eV) = -9.269
- total charge = 0

XYZ file:
```
18
C4H10FN3 | the OMol25 dataset | the ωB97M-V functional and the def2-TZVPD basis
C -0.599 2.369 -0.128
N 0.581 1.585 -0.241
C 0.377 0.175 0.371
C -0.375 -0.610 -0.593
N -1.548 -1.163 -0.591
N -2.432 -1.098 0.528
C 1.749 -0.595 0.722
F 2.265 -1.066 -0.473
H -1.204 2.532 0.883
H -0.376 3.266 -0.498
H -1.442 2.088 -0.728
H 1.318 1.794 0.449
H -0.128 0.265 1.465
H 0.310 -0.895 -1.449
H -2.486 -0.189 1.082
H -3.305 -1.136 0.004
H 1.468 -1.512 1.508
H 2.336 0.081 1.435
```

natural (NBO) atomic charge list, values in e, 6 entries: -0.419, -0.588, -0.160, 0.012, -0.232, -0.657

Density functional theory data (the ωB97M-V functional and the def2-TZVPD basis) for a cluster of 3 separate species, C4H10FNO3S in total at a distorted geometry.

- spin multiplicity = 1
- frontier orbital gap (alpha / beta) (Eh) = 0.2776 / 0.2776
- structure (SMILES) = O=S(=O)=O.C=CN(C)C.F
- highest occupied orbital energy (alpha / beta) (eV) = -8.533 / -8.533
- total charge = 0

XYZ file:
```
20
C4H10FNO3S | the OMol25 dataset | the ωB97M-V functional and the def2-TZVPD basis
O -1.398 1.477 3.412
S -1.218 2.640 2.617
O -2.235 2.952 1.668
O -0.262 3.637 2.955
C 0.574 1.520 0.697
C 0.535 0.528 -0.191
N 0.562 -0.798 0.005
C 0.054 -1.509 -1.107
C 0.495 -1.258 1.411
H 0.495 2.463 0.234
H 0.940 1.522 1.734
H 0.473 0.837 -1.189
H 0.651 -2.467 -1.289
H -1.002 -1.733 -1.049
H 0.276 -1.005 -2.148
H 1.193 -0.635 1.977
H -0.552 -1.192 1.761
H 0.735 -2.355 1.551
F -1.926 4.010 -0.581
H -2.170 3.819 0.286
```

natural (NBO) atomic charge list, values in e, 6 entries: -0.827, 2.480, -0.887, -0.819, -0.671, 0.096

Density functional theory data (the ωB97M-V functional and the def2-TZVPD basis) for the molecule C4H10FP at a distorted geometry.

- spin multiplicity = 1
- frontier orbital gap (Eh) = 0.3770
- structure (SMILES) = CC[C@@](C)(F)P
- highest occupied orbital energy (eV) = -9.273
- total charge = 0

XYZ file:
```
16
C4H10FP | the OMol25 dataset | the ωB97M-V functional and the def2-TZVPD basis
C 1.652 -0.647 -0.180
C 0.632 0.017 -1.070
C -0.687 0.137 -0.430
C -0.457 1.174 1.120
F -1.480 0.861 -1.273
P -1.524 -1.478 -0.041
H 1.230 -1.415 0.337
H 2.114 0.086 0.656
H 2.565 -0.918 -0.867
H 0.540 -0.574 -2.031
H 1.054 0.994 -1.456
H 0.167 1.934 0.741
H -1.424 1.387 1.323
H 0.004 0.542 1.794
H -2.883 -0.853 -0.049
H -1.505 -1.248 1.425
```

natural (NBO) atomic charge list, values in e, 6 entries: -0.594, -0.490, 0.159, -0.590, -0.379, 0.237

Density functional theory data (the ωB97M-V functional and the def2-TZVPD basis) for the ion C4H10IN2S with charge +1 at a distorted geometry.

- spin multiplicity = 1
- frontier orbital gap (Eh) = 0.3630
- structure (SMILES) = C[C@H]1[C@]([NH3+])(S)[C@]1(N)I
- highest occupied orbital energy (eV) = -13.330
- total charge = +1

XYZ file:
```
18
C4H10IN2S | the OMol25 dataset | the ωB97M-V functional and the def2-TZVPD basis
C -1.217 1.529 0.371
C -0.995 0.132 -0.238
C 0.284 -0.332 -0.865
N 1.438 0.540 -0.520
S 0.568 -0.888 -2.530
C -0.289 -0.995 0.377
N 0.609 -0.545 1.536
I -1.275 -2.864 0.559
H -0.492 1.876 0.956
H -2.103 1.514 1.001
H -1.451 2.309 -0.497
H -1.914 -0.239 -0.669
H 2.322 0.033 -0.626
H 1.610 1.428 -1.066
H 1.388 0.652 0.559
H 0.083 -2.111 -2.474
H 1.328 -1.275 1.703
H 0.107 -0.764 2.424
```

natural (NBO) atomic charge list, values in e, 6 entries: -0.615, -0.283, -0.082, -0.737, 0.056, -0.011

Density functional theory data (the ωB97M-V functional and the def2-TZVPD basis) for the molecule C4H10IP at a distorted geometry.

- spin multiplicity = 3
- frontier orbital gap (alpha / beta) (Eh) = 0.2242 / 0.2347
- highest occupied orbital energy (alpha / beta) (eV) = -5.131 / -9.319
- <S²> = 2.01
- total charge = 0

XYZ file:
```
16
C4H10IP | the OMol25 dataset | the ωB97M-V functional and the def2-TZVPD basis
C 0.037 1.973 0.266
C -1.381 -0.126 0.938
C 0.866 -2.053 -0.727
C -0.331 0.523 0.002
P 1.257 -0.457 0.094
I 2.537 0.522 -1.748
H -0.498 2.229 1.247
H 1.074 2.098 0.499
H -0.245 2.606 -0.514
H -0.923 -0.203 1.864
H -1.742 -1.151 0.806
H -2.200 0.633 0.899
H 1.861 -2.677 -0.725
H 0.502 -1.951 -1.716
H 0.140 -2.499 -0.218
H -0.953 0.536 -0.968
```

natural (NBO) atomic charge list, values in e, 6 entries: -0.623, -0.617, -0.940, -0.524, 0.662, -0.168